# 1
The following is a quantum chemistry calculation of an isolated molecule of CH4N2S2 in a non-equilibrium geometry, from the OMol25 dataset.

As for the total energy: -946.369780 hartree. Its net charge is 0. The value obtained for the HOMO energy is -8.475 eV. Its SMILES is NC(=S)NS. As for the multiplicity: 1. For the largest force on an atom, the calculation gives 3.60 eV/A.

```
9
Properties=species:S:1:pos:R:3:forces:R:3:mulliken_charge:R:1
H 1.2733 -1.1382 -0.7933 -2.2 0.6 1.4 0.238
S -2.2434 -0.8415 0.1361 -0.8 -0.5 0.2 -0.444
H -1.0593 1.2437 0.6429 -0.1 0.7 -0.1 0.250
H 0.0661 -2.2418 -0.6516 -0.9 -0.6 0.0 0.227
H 1.4969 2.2792 0.9234 -0.2 -0.5 0.2 0.155
S 1.0533 1.7479 -0.2335 -0.3 -0.6 -0.3 -0.155
N -0.2476 0.7512 0.3169 0.2 2.9 1.0 -0.295
N 0.3112 -1.3291 -0.3528 3.1 -0.8 -1.6 -0.430
C -0.6504 -0.4715 0.0120 1.1 -1.2 -0.8 0.453
```
Positions in Å, forces in eV/Å.

# 2
The following is a quantum chemistry calculation of an isolated molecule of CH4N2S2 in a non-equilibrium geometry, from the OMol25 dataset.

As for the total energy: -946.374833 hartree. Its net charge is 0. The value obtained for the HOMO energy is -8.681 eV. Its SMILES is NC(=S)NS. As for the multiplicity: 1. For the largest force on an atom, the calculation gives 1.93 eV/A.

```
9
Properties=species:S:1:pos:R:3:forces:R:3:mulliken_charge:R:1
H -1.7139 -1.7487 0.2494 0.2 -0.4 0.2 0.117
N -0.8632 0.3287 0.2365 -0.2 -1.0 -0.5 -0.352
H 1.1691 1.6994 -0.2986 0.5 -1.7 0.5 0.227
S -2.3056 -0.5995 -0.0532 -0.1 0.6 0.0 -0.087
N 1.3969 0.7174 0.0135 -0.5 1.2 -0.8 -0.459
H -1.0653 1.3029 0.0752 0.5 0.1 0.0 0.269
C 0.3864 -0.2205 0.0294 -0.2 1.8 0.6 0.531
H 2.2904 0.3394 -0.2818 -0.3 0.3 0.1 0.235
S 0.7050 -1.8192 0.0295 0.1 -0.8 -0.2 -0.482
```
Positions in Å, forces in eV/Å.

# 3
The following is a quantum chemistry calculation of a cluster of 2 separate species, CH4N3 in total in a non-equilibrium geometry, from the OMol25 dataset.

As for the total energy: -204.170398 hartree. Its net charge is +1. The value obtained for the HOMO energy (spin up / spin down) is -13.896 / -13.157 eV. As for the multiplicity: 1. For the largest force on an atom, the calculation gives 3.04 eV/A.

```
8
Properties=species:S:1:pos:R:3:forces:R:3:mulliken_charge:R:1
H -1.3971 -2.9044 0.0176 0.1 0.7 -0.2 0.258
C 0.0907 0.3242 -0.1261 -2.2 0.1 1.0 0.638
H -1.4752 0.1172 1.3264 -0.4 -0.8 1.9 0.275
H 1.8149 1.3368 0.3166 -0.4 -0.5 -0.2 0.307
H 1.7292 0.3137 -1.2002 -0.4 0.8 2.4 0.345
N -1.1483 0.5228 0.4926 1.3 1.7 -1.0 -0.172
N -0.9365 -0.3412 -0.5852 0.5 -1.7 -1.3 -0.357
N 1.3223 0.6310 -0.2418 1.5 -0.4 -2.6 -0.296
```
Positions in Å, forces in eV/Å.

# 4
The following is a quantum chemistry calculation of the ion CH4N3O3 with charge +1 in a non-equilibrium geometry, from the OMol25 dataset.

As for the total energy: -429.867517 hartree. Its net charge is +1. The value obtained for the HOMO energy (spin up / spin down) is -11.694 / -15.953 eV. As for the multiplicity: 3. For the largest force on an atom, the calculation gives 12.97 eV/A.

```
11
Properties=species:S:1:pos:R:3:forces:R:3:mulliken_spin:R:1
H -1.2717 1.8155 -0.0432 1.2 0.9 -1.4 -0.016
O 1.5619 -1.4646 -0.3352 0.0 -1.3 0.6 0.088
H 0.1823 -1.9536 1.2022 3.2 -0.8 -1.4 0.002
C -0.1353 0.3026 -0.0615 9.5 -3.7 -8.0 0.426
H -1.3684 0.1462 1.4757 -1.3 1.1 1.3 -0.018
N -0.3842 1.4692 -0.4820 -3.7 3.6 1.0 0.495
O 1.5614 0.1427 -1.7621 0.4 1.3 -1.9 0.075
O -0.6521 -1.5521 1.2614 -3.6 1.9 0.2 0.281
N 1.1702 -0.4413 -0.8237 -3.0 2.0 3.7 0.081
N -0.7381 -0.2843 0.8629 -3.0 -5.4 6.8 0.593
H 0.0740 1.8198 -1.2944 0.2 0.6 -0.9 -0.007
```
Positions in Å, forces in eV/Å.

# 5
The following is a quantum chemistry calculation of a cluster of 2 separate species, CH4N3P in total in a non-equilibrium geometry, from the OMol25 dataset.

As for the total energy: -545.995768 hartree. Its net charge is 0. The value obtained for the HOMO energy is -9.809 eV. As for the multiplicity: 1. For the largest force on an atom, the calculation gives 3.34 eV/A.

```
9
Properties=species:S:1:pos:R:3:forces:R:3:mulliken_charge:R:1
H 0.6546 0.4431 -0.2755 0.1 -0.1 0.1 0.141
N -0.7967 -1.5672 -0.1187 -0.2 0.0 -0.3 -0.461
H -0.6915 -1.2663 2.8788 -0.1 0.7 -0.2 0.264
N -0.7377 -1.6487 0.9970 -0.2 0.7 -2.2 0.906
N -0.6399 -1.9441 2.1419 0.4 -1.7 2.8 -0.714
H 0.8887 2.9103 -0.5432 0.1 0.1 0.3 -0.006
H 0.2518 -0.0210 -1.9996 0.0 -0.1 -0.1 0.293
C 0.4859 0.7553 -1.2904 0.2 0.8 -0.2 -0.339
P 0.5848 2.3385 -1.7902 -0.2 -0.5 -0.3 -0.084
```
Positions in Å, forces in eV/Å.

# 6
The following is a quantum chemistry calculation of a structure of composition CH4N3P in a non-equilibrium geometry, from the OMol25 dataset.

As for the total energy: -546.065719 hartree. Its net charge is 0. The value obtained for the HOMO energy (spin up / spin down) is -9.328 / -9.329 eV. As for the multiplicity: 1. For the largest force on an atom, the calculation gives 3.61 eV/A.

```
9
Properties=species:S:1:pos:R:3:forces:R:3:mulliken_charge:R:1
N 1.7308 -0.2458 -0.3848 -2.7 0.4 2.0 -0.702
N -0.7583 1.2061 0.7823 -0.4 0.8 0.9 -0.375
H 1.3133 -0.5995 -1.2476 0.1 -0.2 0.2 0.246
C -0.9568 -1.0247 -0.4105 -0.3 -0.7 0.1 0.274
H 2.2972 -0.9912 0.0045 0.0 -0.3 0.0 0.233
H -1.0339 1.8592 1.4910 0.4 -0.6 1.2 0.223
P -0.1542 -0.3203 0.9955 2.7 0.9 -2.2 0.202
H -0.9349 1.7557 -0.0185 0.2 -0.4 -1.8 0.236
N -1.5030 -1.6394 -1.2119 -0.2 -0.1 -0.4 -0.337
```
Positions in Å, forces in eV/Å.

# 7
The following is a quantum chemistry calculation of an isolated molecule of CH4N3P in a non-equilibrium geometry, from the OMol25 dataset.

As for the total energy: -546.041655 hartree. Its net charge is 0. The value obtained for the HOMO energy is -9.102 eV. Its SMILES is C1N=NNP1. As for the multiplicity: 1. For the largest force on an atom, the calculation gives 5.31 eV/A.

```
9
Properties=species:S:1:pos:R:3:forces:R:3:mulliken_charge:R:1
P 1.0620 -0.6403 -0.3511 -0.7 0.9 -0.7 0.023
H 1.1939 -1.1673 0.8986 0.3 -0.6 1.4 0.022
N 0.8996 1.0495 0.1098 -1.0 -1.9 -1.3 -0.084
N -0.3995 1.4722 0.3429 1.4 0.7 1.2 -0.204
H 1.7075 1.5625 0.3499 0.1 1.3 0.3 0.238
H -1.1678 -0.8200 -1.4449 0.4 0.9 2.4 0.230
N -1.2585 0.6120 0.2319 -0.8 0.3 -0.7 -0.147
H -1.2218 -1.4190 0.1733 -1.5 -3.1 2.2 0.339
C -0.8154 -0.6496 -0.3104 1.7 1.6 -4.8 -0.416
```
Positions in Å, forces in eV/Å.

# 8
The following is a quantum chemistry calculation of a cluster of 2 separate species, CH4N3P in total in a non-equilibrium geometry, from the OMol25 dataset.

As for the total energy: -546.093944 hartree. Its net charge is 0. The value obtained for the HOMO energy is -9.580 eV. Its SMILES is [H]/N=P/N.C#N. As for the multiplicity: 1. For the largest force on an atom, the calculation gives 5.11 eV/A.

```
9
Properties=species:S:1:pos:R:3:forces:R:3:mulliken_charge:R:1
N -0.5166 1.6911 -2.9426 -0.7 -1.0 -3.2 -0.343
H 0.8978 1.2196 1.6146 -0.3 -1.3 0.0 0.221
H -0.0321 2.3051 -0.8628 -0.4 -1.2 -1.4 0.209
C -0.2686 1.8597 -1.8616 1.1 2.1 4.5 0.125
P 0.6374 -1.0729 1.7446 -1.1 0.5 -1.0 0.162
H -0.3321 -2.9212 0.7566 -0.1 0.2 -0.3 0.259
H -0.4348 -1.5541 -0.3313 -0.1 -0.5 1.5 0.266
N 0.4204 0.3831 1.2277 0.6 0.8 0.2 -0.408
N -0.3715 -1.9105 0.6550 1.0 0.3 -0.3 -0.490
```
Positions in Å, forces in eV/Å.

# 9
The following is a quantum chemistry calculation of an isolated molecule of CH4N3P in a non-equilibrium geometry, from the OMol25 dataset.

As for the total energy: -546.016166 hartree. Its net charge is 0. The value obtained for the HOMO energy (spin up / spin down) is -8.691 / -8.692 eV. Its SMILES is C1N=NNP1. As for the multiplicity: 1. For the largest force on an atom, the calculation gives 7.77 eV/A.

```
9
Properties=species:S:1:pos:R:3:forces:R:3:mulliken_charge:R:1
P 0.8470 0.8612 -0.4670 0.6 -0.7 0.8 0.002
C 0.6302 -0.7146 0.6412 0.6 -1.0 -1.2 -0.364
N -0.7969 -1.0379 0.5866 -3.8 2.9 -3.7 -0.275
N -1.5305 -0.3067 -0.3940 3.4 -4.2 5.6 -0.239
N -0.8199 0.6301 -0.9403 0.2 1.6 -1.5 0.018
H 0.7734 1.8981 0.5384 -0.5 -0.4 -0.2 0.051
H -1.2916 1.0966 -1.7460 0.8 -0.5 1.1 0.272
H 1.0903 -0.8026 1.6894 -1.0 0.8 -1.5 0.314
H 1.0979 -1.6243 0.0918 -0.3 1.5 0.6 0.220
```
Positions in Å, forces in eV/Å.

# 10
The following is a quantum chemistry calculation of an isolated molecule of CH4N3P in a non-equilibrium geometry, from the OMol25 dataset.

As for the total energy: -545.939683 hartree. Its net charge is 0. The value obtained for the HOMO energy (spin up / spin down) is -8.758 / -8.472 eV. As for the multiplicity: 1. For the largest force on an atom, the calculation gives 4.60 eV/A.

```
9
Properties=species:S:1:pos:R:3:forces:R:3:mulliken_charge:R:1
C 0.5941 -0.8978 -0.2042 0.2 0.7 -1.5 -0.376
H -1.9075 2.0181 -0.0502 -2.9 2.8 -0.3 0.190
N -1.2541 1.3435 -0.0159 4.4 -1.2 0.3 -0.472
H 0.8932 -1.6554 0.4638 0.5 -0.3 1.5 0.336
H 2.0920 0.5580 1.2051 -1.3 0.4 -1.3 0.056
N -1.6041 0.1581 -0.0825 0.2 -0.3 0.5 0.234
H 0.7262 -1.4770 -1.1499 -0.3 1.1 0.1 0.293
N -0.9093 -0.8105 -0.0262 -1.0 -2.5 -0.2 -0.292
P 1.3694 0.7631 -0.1401 0.2 -0.6 1.1 0.031
```
Positions in Å, forces in eV/Å.